(1)
# C18H20F11N4O2PRuS2SbSe

C18H20F11N4O2PRuS2SbSe as an isolated structure (ωB97M-V/def2-TZVPD, OMol25).

The max |F| comes out at 0.5 eV/Å. For the energy above the lowest of the compared OMol25 structures with the same formula, charge and spin, the calculation gives 0.032 eV. Its net charge is +1. For the total energy, the calculation gives -164364.0557 eV.

Geometry (Å):
Ru1 -1.0984 -0.2621 0.2252
N1 -4.1664 1.6904 2.1051
C1 -3.2131 2.3151 2.8764
C2 -2.0103 1.8323 2.4637
N2 -2.2230 0.9281 1.4541
C3 -3.5307 0.8621 1.2585
C4 -3.9870 0.0125 0.1828
N3 -3.0524 -0.6147 -0.5085
C5 -3.6817 -1.2884 -1.5210
C6 -5.0195 -1.0604 -1.4266
N4 -5.1980 -0.2332 -0.3397
H1 -5.1589 1.8451 2.1668
H2 -3.4717 3.0266 3.6398
H3 -1.0242 2.0728 2.8214
H4 -3.1412 -1.8955 -2.2240
H5 -5.8462 -1.4098 -2.0177
H6 -6.0814 0.1306 -0.0248
F1 -3.3505 6.3189 1.1515
C7 -2.7577 5.2793 0.5816
C8 -1.3891 5.1073 0.6924
F2 -0.6641 5.9890 1.3720
C9 -0.7913 3.9977 0.1180
F3 0.5239 3.8550 0.2934
C10 -1.5171 3.0470 -0.5857
Se1 -0.6747 1.4988 -1.3382
C11 -2.8819 3.2642 -0.7011
F4 -3.6571 2.3931 -1.3632
C12 -3.5088 4.3480 -0.1156
F5 -4.8331 4.4890 -0.2019
C13 5.6181 -1.2107 0.9327
C14 4.5810 -2.0245 1.6698
C15 4.3231 -3.3974 1.0991
O1 3.2965 -1.2692 1.7411
P1 2.5265 -0.5212 0.6399
S1 2.5331 1.4446 0.5373
S2 0.6878 0.0158 1.4327
O2 2.6792 -1.3186 -0.6779
C16 2.5597 -0.7572 -2.0589
C17 2.2430 -1.9287 -2.9539
C18 3.8612 -0.0805 -2.4211
H7 6.5821 -1.7136 1.0094
H8 5.7203 -0.2155 1.3652
H9 5.3729 -1.1253 -0.1271
H10 4.8356 -2.0934 2.7252
H11 4.0627 -3.3468 0.0428
H12 3.5182 -3.8946 1.6371
H13 5.2306 -3.9929 1.2051
H14 1.7389 -0.0395 -2.0275
H15 3.0556 -2.6554 -2.9257
H16 2.1427 -1.5678 -3.9780
H17 1.3203 -2.4220 -2.6650
H18 4.6755 -0.8062 -2.4370
H19 4.1098 0.7300 -1.7370
H20 3.7683 0.3442 -3.4209
F6 -0.2251 -1.8256 -0.9637
Sb1 -0.5082 -3.5133 0.0576
F7 -0.8949 -4.9472 1.1668
F8 -2.0432 -3.7467 -0.9844
F9 -1.5293 -2.2672 1.1671
F10 0.5783 -4.3934 -1.1704
F11 0.9856 -2.9991 1.0849

(2)
# C20H31N3O2PdS2

C20H31N3O2PdS2 as an isolated structure at a distorted geometry (ωB97M-V/def2-TZVPD, OMol25).

The max |F| comes out at 1.8 eV/Å. For the energy above the lowest of the compared OMol25 structures with the same formula, charge and spin, the calculation gives 1.848 eV. For the total energy, the calculation gives -54955.0678 eV.

Geometry (Å):
Pd1 0.0723 -0.2760 -1.6596
N1 -2.5071 -0.8788 -1.8951
C1 -3.2508 -0.5664 -3.0976
C2 -2.5321 0.5167 -3.9139
N2 -1.1010 0.3275 -3.8654
C3 -0.3200 1.2346 -4.6729
C4 1.1514 1.1997 -4.2484
N3 1.2968 1.7045 -2.8878
H1 -3.0446 -1.4811 -1.2823
H2 -2.2501 -0.0196 -1.3985
H3 -4.2800 -0.2197 -2.8869
H4 -3.3317 -1.4901 -3.6828
H5 -2.7576 1.5016 -3.4863
H6 -2.9275 0.4998 -4.9473
H7 -0.8642 -0.6402 -4.0865
H8 -0.7070 2.2506 -4.5189
H9 -0.3893 1.0035 -5.7534
H10 1.7411 1.7849 -4.9798
H11 1.5101 0.1631 -4.2414
H12 0.8524 2.6131 -2.7866
H13 2.2800 1.7898 -2.6502
O1 -0.0845 1.0762 0.4309
S1 0.3780 2.1320 1.3270
C5 2.0185 1.5452 2.0206
C6 2.1728 0.0334 1.9598
C7 3.2981 -0.4144 1.0150
C8 2.8762 -0.5724 -0.4375
S2 2.5572 -2.3224 -0.9981
O2 1.8226 -2.1323 -2.2579
C9 1.3371 -2.7091 0.2975
C10 1.8107 -3.1974 1.5039
C11 0.9324 -3.3595 2.5610
C12 -0.4100 -3.0583 2.3916
C13 -0.8871 -2.6493 1.1567
C14 -0.0130 -2.4777 0.0925
C15 -0.6473 1.9000 2.8137
C16 -1.7105 1.0228 2.7030
C17 -2.6567 0.9652 3.7103
C18 -2.5335 1.7894 4.8180
C19 -1.4439 2.6396 4.9411
C20 -0.4985 2.7033 3.9304
H14 2.0911 1.9386 3.0307
H15 2.7441 2.0505 1.3841
H16 1.2291 -0.4000 1.6168
H17 2.3686 -0.3514 2.9621
H18 3.7096 -1.3574 1.3791
H19 4.1058 0.3180 1.0727
H20 3.6732 -0.2548 -1.1139
H21 1.9410 -0.0340 -0.7034
H22 2.8596 -3.4339 1.6160
H23 1.2961 -3.7120 3.5155
H24 -1.0859 -3.1509 3.2295
H25 -1.9442 -2.4646 1.0310
H26 -0.3837 -2.1929 -0.9048
H27 -1.7758 0.4067 1.8179
H28 -3.5010 0.2976 3.6232
H29 -3.2964 1.7756 5.5835
H30 -1.3424 3.2650 5.8172
H31 0.3516 3.3677 4.0049

(3)
# C42H84NO12Rb3

C42H84NO12Rb3 as an isolated structure at a distorted geometry (ωB97M-V/def2-TZVPD, OMol25).

The max |F| comes out at 5.0 eV/Å. For the energy above the lowest of the compared OMol25 structures with the same formula, charge and spin, the calculation gives 3.624 eV. Its net charge is +2. For the total energy, the calculation gives -72925.7759 eV.

Geometry (Å):
Rb1 -3.6906 -2.4919 0.1700
Rb2 -0.8391 -5.9308 0.8953
Rb3 -1.8072 -2.5226 4.3291
C1 -0.5986 -3.1453 -1.5576
C2 0.3204 -2.1636 -0.6707
C3 0.6170 -0.9379 -1.6076
C4 1.1468 0.2553 -0.8239
C5 0.0413 0.6875 0.0920
C6 -0.2927 -0.3937 1.1525
N1 -0.4726 -1.7156 0.5370
O1 -0.9004 -2.7875 1.4280
C7 -1.5217 0.1758 1.8718
C8 0.8245 -0.5039 2.2066
C9 1.6623 -2.7872 -0.3299
H1 -1.5798 -2.6866 -1.6799
H2 -0.7542 -4.1207 -1.0966
H3 -0.1361 -3.2415 -2.5399
H4 -0.2158 -0.7146 -2.2744
H5 1.3621 -1.1800 -2.3654
H6 1.4850 0.9953 -1.5493
H7 2.0688 -0.0739 -0.3447
H8 -0.8040 1.0402 -0.4989
H9 0.3957 1.5756 0.6153
H10 -1.8220 -0.4149 2.7372
H11 -2.3618 0.1974 1.1776
H12 -1.5231 1.2080 2.2219
H13 1.7939 -0.6709 1.7371
H14 0.5951 -1.4084 2.7701
H15 1.0346 0.3704 2.8227
H16 1.4973 -3.6487 0.3172
H17 2.2716 -2.1719 0.3321
H18 2.2317 -3.0987 -1.2057
C10 -6.8924 0.9554 -1.0270
C11 -5.7870 -0.0186 -1.4353
O2 -6.0248 -1.1447 -1.8336
C12 -4.3348 0.4796 -1.3346
H19 -6.8611 1.1864 0.0378
H20 -7.8690 0.4979 -1.1855
H21 -6.8515 1.8607 -1.6327
H22 -4.3075 1.5513 -1.5317
H23 -3.6037 -0.0064 -1.9806
H24 -4.2053 0.3586 -0.2591
C13 3.2586 2.4604 0.4697
C14 2.8897 3.9080 0.6016
O3 1.7929 4.1066 1.1285
C15 3.9025 5.0556 0.4520
H25 2.6101 1.7976 1.0427
H26 4.3151 2.2279 0.6029
H27 3.1425 2.2450 -0.5925
H28 3.5594 5.8951 1.0566
H29 3.8355 5.2984 -0.6085
H30 4.8836 4.6619 0.7174
C16 -2.0469 2.2485 -3.7254
C17 -0.7772 3.0213 -4.0968
O4 -0.7602 4.2121 -4.2360
C18 0.3745 2.2309 -4.4921
H31 -1.6810 1.4106 -3.1319
H32 -2.5359 1.8956 -4.6334
H33 -2.7377 2.9144 -3.2083
H34 0.1364 1.9935 -5.5290
H35 0.4163 1.3887 -3.8015
H36 1.2860 2.8186 -4.3825
C19 1.2601 -8.7447 -2.1344
C20 1.2004 -7.2020 -2.2072
O5 0.1207 -6.6393 -1.9811
C21 2.4205 -6.4363 -2.6178
H37 0.3676 -8.9796 -1.5545
H38 2.1268 -9.2092 -1.6640
H39 1.1604 -9.2043 -3.1177
H40 1.8777 -5.6852 -3.1916
H41 2.9769 -7.0575 -3.3198
H42 2.9366 -6.0230 -1.7512
C22 -2.9231 1.2346 6.1376
C23 -1.5964 1.1951 5.3114
O6 -1.0453 0.1389 5.0834
C24 -1.1295 2.5319 4.7335
H43 -2.6286 1.8469 6.9899
H44 -3.4592 0.3247 6.4071
H45 -3.5945 1.8149 5.5046
H46 -0.4500 2.4675 3.8837
H47 -0.6227 3.1615 5.4648
H48 -2.0013 3.1571 4.5405
C25 2.7367 -3.4639 3.3034
C26 4.2214 -3.7635 3.0791
O7 4.5997 -4.8989 3.2011
C27 5.2651 -2.6954 2.7214
H49 2.1829 -4.3154 3.6985
H50 2.2558 -3.2895 2.3409
H51 2.6460 -2.5663 3.9151
H52 5.6271 -2.7415 1.6943
H53 6.0223 -2.9252 3.4711
H54 4.9584 -1.6838 2.9876
C28 3.7849 1.4314 -3.3578
C29 5.1311 1.6067 -4.0601
O8 6.2050 1.7890 -3.4980
C30 5.2006 1.7003 -5.5203
H55 3.4788 2.3727 -2.9013
H56 4.0125 0.6182 -2.6686
H57 3.0594 1.1768 -4.1305
H58 4.8057 0.7718 -5.9326
H59 6.2294 1.8560 -5.8451
H60 4.5584 2.4330 -6.0090
C31 -3.8078 3.0772 2.2410
C32 -5.2486 3.5340 2.3018
O9 -5.4520 4.6910 1.8539
C33 -6.2495 2.7547 3.0433
H61 -3.6617 2.3833 3.0688
H62 -3.1480 3.9422 2.1738
H63 -3.4518 2.6243 1.3157
H64 -6.9403 3.4474 3.5239
H65 -5.8978 2.0057 3.7529
H66 -6.7924 2.2248 2.2608
C34 -2.5550 -4.5990 -4.1341
C35 -2.6373 -5.6146 -5.2851
O10 -2.3583 -5.3299 -6.4681
C36 -3.0530 -7.0053 -4.8747
H67 -3.5285 -4.5641 -3.6451
H68 -2.4263 -3.5876 -4.5196
H69 -1.8098 -4.8652 -3.3844
H70 -4.0829 -7.0937 -4.5288
H71 -2.2366 -7.3626 -4.2471
H72 -2.8938 -7.6443 -5.7433
C37 2.7678 1.1759 4.8444
C38 3.5873 2.2049 5.6532
O11 4.5481 1.7892 6.3394
C39 3.3555 3.6753 5.4910
H73 2.5294 0.2811 5.4193
H74 3.4742 0.7951 4.1068
H75 1.8090 1.5571 4.4928
H76 3.2878 3.7655 4.4069
H77 4.0646 4.3157 6.0156
H78 2.3758 3.8876 5.9191
C40 0.4106 5.9122 -1.0836
C41 -0.9709 5.6466 -0.5669
O12 -1.5073 6.4297 0.1529
C42 -1.6166 4.2787 -0.8250
H79 0.8187 6.8013 -0.6031
H80 0.4591 6.2477 -2.1196
H81 0.9157 4.9481 -1.0248
H82 -1.3352 4.0665 -1.8565
H83 -2.6995 4.2912 -0.7016
H84 -1.1764 3.6023 -0.0923